ORCA calculation (ωB97M-V/def2-TZVPD) on C29H27BrF7MoN5O4S2 as an isolated structure.

Cartesian coordinates (Å):
Mo -1.26 -0.04 0.88
C -2.13 -1.97 -1.81
C -1.51 -2.75 -0.67
N -1.76 -2.24 0.71
C -0.98 -3.17 1.57
C -0.92 -2.87 3.06
C -3.20 -2.36 1.02
C -3.98 -1.06 0.73
N -3.10 0.03 0.31
C -3.80 1.08 -0.26
C -3.38 1.68 -1.46
F -2.25 1.24 -2.05
C -4.11 2.66 -2.12
F -3.66 3.13 -3.29
C -5.30 3.13 -1.60
C -5.73 2.59 -0.41
F -6.88 3.01 0.13
C -5.02 1.58 0.24
F -5.53 1.11 1.39
H -1.84 -2.44 -2.74
H -1.73 -0.96 -1.85
H -3.22 -1.95 -1.77
H -0.43 -2.74 -0.82
H -1.86 -3.79 -0.71
H 0.04 -3.16 1.20
H -1.38 -4.19 1.44
H -0.56 -1.86 3.24
H -0.21 -3.56 3.51
H -1.88 -3.00 3.56
H -3.29 -2.58 2.09
H -3.64 -3.19 0.46
H -4.52 -0.78 1.65
H -4.73 -1.24 -0.05
H -5.87 3.88 -2.12
F -0.95 0.50 3.74
C -1.97 0.23 2.88
F -2.75 1.36 2.92
F -2.74 -0.67 3.56
N 6.24 -0.26 -3.29
C 4.93 -0.05 -2.97
C 4.50 1.23 -2.62
C 3.16 1.48 -2.41
C 2.24 0.45 -2.53
C 2.65 -0.83 -2.85
C 3.99 -1.09 -3.07
S 0.51 0.84 -2.50
O 0.38 2.21 -2.93
O -0.18 -0.18 -3.23
N -0.03 0.80 -0.91
C 0.03 1.92 -0.24
S 0.88 3.38 -0.59
C 0.38 4.00 0.97
C -0.41 3.12 1.61
N -0.63 1.95 0.92
H 6.91 0.47 -3.09
H 6.59 -1.20 -3.41
H 5.22 2.03 -2.55
H 2.80 2.47 -2.20
H 1.91 -1.61 -2.94
H 4.32 -2.08 -3.34
H 0.69 4.97 1.28
H -0.86 3.25 2.58
Br 4.51 1.27 4.80
C 4.31 0.54 3.05
C 5.44 0.32 2.29
C 5.30 -0.24 1.03
C 4.05 -0.59 0.56
C 2.92 -0.36 1.34
C 3.05 0.23 2.60
C 1.58 -0.77 0.83
O 1.45 -1.48 -0.16
O 0.56 -0.36 1.50
H 6.42 0.58 2.67
H 6.18 -0.42 0.43
H 3.91 -1.05 -0.41
H 2.17 0.40 3.20

The spin multiplicity is 3. The expectation value of S² is 2.036. Its net charge is 0. The value obtained for the frontier orbital gap (alpha / beta) is 6.89 / 7.52 eV.

Löwdin population analysis, charges in e, atoms 1 to 4: atom 1 (Mo): 1.815, atom 2 (C): -0.076, atom 3 (C): -0.234, atom 4 (N): -0.264

ORCA calculation (ωB97M-V/def2-TZVPD) on C29H27ClF4KN6O as an isolated structure.

Cartesian coordinates (Å):
K 0.78 0.19 -0.54
Cl -5.12 4.98 -0.91
C -3.64 4.18 -1.08
C -3.22 3.82 -2.39
C -2.03 3.20 -2.56
C -1.11 2.97 -1.46
O 0.10 2.70 -1.67
C -1.62 3.16 -0.10
C -0.92 2.87 1.14
N 0.15 2.11 1.30
C 0.85 2.01 2.47
C 0.75 2.97 3.49
C 1.42 2.77 4.71
C 2.22 1.68 4.94
C 2.41 0.71 3.95
C 3.19 -0.45 4.11
C 3.26 -1.40 3.10
C 2.56 -1.15 1.92
N 1.87 -0.04 1.73
C 1.72 0.86 2.69
C -2.85 3.83 0.02
H -3.85 4.07 -3.23
H -1.67 2.90 -3.53
H -1.40 3.32 2.02
H 0.09 3.81 3.32
H 1.33 3.52 5.48
H 2.79 1.59 5.87
H 3.69 -0.58 5.08
H 3.87 -2.30 3.21
H 2.53 -1.89 1.14
H -3.22 4.09 1.01
C 2.69 0.84 -3.21
N 2.75 -0.47 -2.56
C 4.10 -0.73 -2.04
C 2.19 -1.62 -3.27
C 0.74 -1.56 -3.72
N -0.13 -1.50 -2.55
C -1.42 -1.25 -2.67
C -2.24 -1.09 -1.50
F -1.63 -1.10 -0.21
C -3.60 -0.94 -1.49
F -4.22 -0.81 -0.29
C -4.30 -0.90 -2.69
C -3.57 -0.99 -3.88
F -4.26 -0.96 -5.04
C -2.20 -1.11 -3.88
F -1.51 -1.23 -5.05
H 3.26 0.81 -4.18
H 3.18 1.56 -2.52
H 1.67 1.19 -3.40
H 4.89 -0.73 -2.83
H 4.13 -1.68 -1.48
H 4.36 0.08 -1.35
H 2.29 -2.51 -2.61
H 2.79 -1.79 -4.21
H 0.60 -2.55 -4.25
H 0.60 -0.75 -4.47
H -5.37 -0.82 -2.74
C -2.07 -3.17 2.18
N -0.79 -3.47 2.84
C -0.63 -3.57 4.29
C 0.24 -3.74 2.11
N 1.22 -3.90 1.44
H -2.89 -3.74 2.64
H -1.94 -3.39 1.11
H -2.27 -2.08 2.25
H -1.21 -4.39 4.73
H -0.85 -2.62 4.80
H 0.44 -3.78 4.45

Its net charge is -1. The value obtained for the frontier orbital gap is 5.62 eV.

Löwdin population analysis, charges in e, atoms 1 to 4: atom 1 (K): 0.768, atom 2 (Cl): 0.638, atom 3 (C): -0.741, atom 4 (C): -0.122

ORCA calculation (ωB97M-V/def2-TZVPD) on C29H27GaN5O2SeSi as an isolated structure.

Cartesian coordinates (Å):
Ga -0.08 -0.02 0.31
O -2.83 -2.52 2.09
C -1.83 -2.08 1.53
N -1.76 -0.94 0.77
C -2.88 -0.23 0.35
C -4.21 -0.72 0.47
C -5.26 0.04 -0.05
C -5.02 1.23 -0.72
C -3.72 1.72 -0.83
C -2.63 1.05 -0.21
N -1.39 1.60 0.00
C -1.18 2.98 -0.29
O -1.54 3.48 -1.35
C -0.54 3.94 0.66
C 0.00 5.08 0.05
C 0.28 6.13 0.87
C 0.02 6.06 2.24
C -0.47 4.85 2.73
N -0.76 3.80 1.98
C -0.57 -2.87 1.52
C -0.68 -4.18 2.05
C 0.42 -4.97 1.98
C 1.58 -4.47 1.37
C 1.61 -3.18 0.89
N 0.56 -2.37 1.00
H -4.31 -1.66 1.01
H -6.29 -0.22 0.06
H -5.85 1.78 -1.18
H -3.49 2.66 -1.30
H 0.27 5.13 -1.03
H 0.54 7.08 0.42
H 0.18 6.92 2.85
H -0.65 4.72 3.81
H -1.58 -4.47 2.54
H 0.47 -5.90 2.49
H 2.46 -5.08 1.34
H 2.50 -2.82 0.40
C 0.91 -2.04 -4.76
Si -0.23 -1.33 -3.39
C -1.13 -2.71 -2.43
C -1.37 -0.01 -4.16
Se 1.08 -0.24 -1.86
H 0.32 -2.33 -5.66
H 1.49 -2.90 -4.38
H 1.63 -1.28 -5.11
H -1.99 -3.05 -3.04
H -1.52 -2.35 -1.48
H -0.43 -3.54 -2.21
H -1.70 0.66 -3.33
H -2.30 -0.43 -4.62
H -0.85 0.60 -4.93
C 1.17 0.84 1.72
C 2.55 0.43 1.53
C 3.00 -0.66 2.31
C 4.25 -1.23 2.06
C 5.06 -0.63 1.09
C 4.62 0.46 0.32
C 3.38 1.01 0.58
C 6.28 -1.25 0.85
N 7.36 -1.72 0.75
H 1.03 1.90 1.48
H 0.76 0.59 2.70
H 2.37 -1.09 3.08
H 4.66 -2.09 2.54
H 5.23 0.92 -0.45
H 3.02 1.89 0.00

Its net charge is -1. The energy above the lowest of the compared OMol25 structures with the same formula, charge and spin comes out at 0.0 kcal/mol. The value obtained for the frontier orbital gap is 6.63 eV.

Löwdin population analysis, charges in e, atoms 1 to 4: atom 1 (Ga): 0.292, atom 2 (O): 0.030, atom 3 (C): -0.437, atom 4 (N): 0.047

ORCA calculation (ωB97M-V/def2-TZVPD) on C29H27N3O5PdS2Te as an isolated structure.

Cartesian coordinates (Å):
Pd -0.13 -0.21 -0.33
N 2.25 2.23 -0.09
C 2.74 0.95 -0.26
C 4.06 0.72 0.19
C 4.64 -0.50 -0.04
C 3.92 -1.48 -0.72
C 2.64 -1.18 -1.10
N 2.03 -0.01 -0.86
C 0.98 2.78 -0.24
C 0.80 4.09 0.22
C -0.44 4.67 0.09
C -1.47 3.95 -0.51
C -1.19 2.68 -0.95
N 0.01 2.10 -0.83
H 2.86 2.81 0.45
H 4.60 1.51 0.69
H 5.65 -0.69 0.30
H 4.35 -2.45 -0.95
H 2.04 -1.90 -1.65
H 1.62 4.62 0.68
H -0.60 5.68 0.44
H -2.46 4.37 -0.64
H -1.95 2.07 -1.42
C -1.81 0.81 2.86
S -0.20 0.04 2.70
O 0.68 1.07 2.05
C 0.24 0.06 4.44
C 0.91 1.15 4.97
C 1.32 1.12 6.29
C 1.07 -0.01 7.07
C 0.41 -1.10 6.53
C 0.00 -1.08 5.20
H -1.66 1.80 3.29
H -2.43 0.17 3.49
H -2.23 0.86 1.86
H 1.11 2.01 4.33
H 1.85 1.96 6.71
H 1.41 -0.03 8.10
H 0.24 -1.98 7.13
H -0.50 -1.93 4.76
O -3.72 -2.12 -0.52
S -2.44 -1.56 -0.21
O -1.35 -2.08 -1.16
O -1.98 -1.90 1.18
O -2.39 -0.06 -0.32
Te 0.21 -2.97 0.75
C -1.15 -4.57 0.96
C -2.16 -4.87 0.05
C -3.09 -5.85 0.37
C -3.02 -6.52 1.58
C -2.01 -6.23 2.48
C -1.08 -5.24 2.17
C 1.38 -4.27 -0.47
C 0.88 -4.69 -1.70
C 1.60 -5.59 -2.47
C 2.83 -6.06 -2.02
C 3.34 -5.62 -0.81
C 2.62 -4.72 -0.04
H -2.25 -4.32 -0.88
H -3.88 -6.07 -0.33
H -3.76 -7.27 1.83
H -1.95 -6.75 3.43
H -0.29 -5.01 2.88
H -0.07 -4.31 -2.05
H 1.20 -5.93 -3.41
H 3.39 -6.77 -2.62
H 4.30 -5.99 -0.46
H 3.02 -4.39 0.92

The spin multiplicity is 3. The expectation value of S² is 2.011. Its net charge is 0. The energy above the lowest of the compared OMol25 structures with the same formula, charge and spin comes out at 37.5 kcal/mol. The value obtained for the frontier orbital gap (alpha / beta) is 7.86 / 6.70 eV.

Löwdin population analysis, charges in e, atoms 1 to 4: atom 1 (Pd): 0.666, atom 2 (N): 0.125, atom 3 (C): -0.298, atom 4 (C): -0.006

ORCA calculation (ωB97M-V/def2-TZVPD) on C29H28BMnN12O7S as an isolated structure.

Cartesian coordinates (Å):
Mn -0.07 0.16 -0.23
C -2.60 0.48 2.49
C -1.14 0.68 2.73
C -0.58 1.13 3.93
C 0.78 1.05 3.76
N 1.02 0.60 2.52
N -0.16 0.39 1.87
B 2.34 0.00 1.93
N 2.00 -1.49 1.66
C 2.39 -2.62 2.27
C 1.77 -3.68 1.65
C 0.98 -3.09 0.64
C 0.08 -3.77 -0.34
N 1.12 -1.77 0.67
N 2.71 0.68 0.58
C 3.79 1.43 0.33
C 3.81 1.73 -1.01
C 2.67 1.11 -1.54
C 2.21 1.14 -2.96
N 2.02 0.47 -0.56
N 3.52 0.19 2.86
C 4.66 -0.53 2.93
C 5.58 0.18 3.65
C 4.92 1.39 3.98
C 5.46 2.57 4.72
N 3.69 1.39 3.49
H -3.17 0.92 3.31
H -2.93 0.94 1.55
H -2.83 -0.58 2.44
H -1.11 1.45 4.81
H 1.59 1.29 4.42
H 3.06 -2.61 3.11
H 1.86 -4.73 1.88
H 0.60 -4.60 -0.81
H -0.80 -4.17 0.15
H -0.24 -3.08 -1.13
H 4.48 1.70 1.12
H 4.54 2.31 -1.55
H 3.01 1.53 -3.59
H 1.93 0.15 -3.31
H 1.34 1.79 -3.06
H 4.76 -1.49 2.44
H 6.59 -0.11 3.91
H 6.36 2.31 5.26
H 5.69 3.38 4.03
H 4.72 2.95 5.43
O 0.29 2.19 -0.10
N -0.45 3.00 0.64
C 0.19 3.73 1.58
C -0.48 4.66 2.33
C -1.85 4.81 2.12
C -2.50 4.02 1.20
C -1.80 3.07 0.42
S -2.52 2.03 -0.72
H 1.25 3.52 1.67
H 0.06 5.25 3.05
H -2.41 5.54 2.69
H -3.56 4.09 1.04
O -1.00 -1.82 -2.80
C -0.81 -0.63 -2.96
O -0.41 0.23 -2.06
C -1.06 0.03 -4.28
C -1.19 1.41 -4.37
C -1.44 1.97 -5.60
C -1.56 1.23 -6.75
C -1.41 -0.14 -6.63
C -1.18 -0.76 -5.42
N -1.51 -0.97 -7.85
O -1.76 -0.40 -8.90
O -1.34 -2.17 -7.73
N -1.59 3.45 -5.70
O -1.32 4.10 -4.72
O -1.97 3.90 -6.77
H -1.11 2.03 -3.48
H -1.76 1.69 -7.71
H -1.09 -1.83 -5.35
N -2.71 -1.54 -0.22
C -1.75 -0.92 -0.16
H -3.42 -2.18 -0.48

The spin multiplicity is 5. The expectation value of S² is 6.046. Its net charge is 0. The energy above the lowest of the compared OMol25 structures with the same formula, charge and spin comes out at 9.8 kcal/mol. The value obtained for the frontier orbital gap (alpha / beta) is 6.30 / 6.94 eV.

Löwdin population analysis, charges in e, atoms 1 to 4: atom 1 (Mn): 0.882, atom 2 (C): -0.042, atom 3 (C): -0.305, atom 4 (C): -0.008

ORCA calculation (ωB97M-V/def2-TZVPD) on C29H28BrN2O3Pd as an isolated structure.

Cartesian coordinates (Å):
Pd 0.51 1.30 1.10
C -2.86 -5.13 -2.04
C -3.55 -3.78 -1.80
C -4.23 -3.32 -3.11
C -4.64 -3.96 -0.74
C -2.52 -2.75 -1.42
C -2.62 -1.98 -0.25
C -1.65 -1.06 0.05
Br -1.85 0.11 1.57
C -0.48 -0.86 -0.74
O 0.46 -0.07 -0.37
C -0.42 -1.60 -1.98
C -1.42 -2.50 -2.26
C 0.72 -1.32 -2.95
C 2.04 -1.78 -2.31
C 0.55 -2.05 -4.28
C 0.75 0.19 -3.24
H -3.61 -5.88 -2.30
H -2.35 -5.46 -1.14
H -2.15 -5.09 -2.85
H -4.99 -4.05 -3.39
H -3.53 -3.25 -3.93
H -4.72 -2.36 -2.97
H -5.33 -4.75 -1.06
H -5.22 -3.06 -0.61
H -4.22 -4.27 0.21
H -3.47 -2.08 0.41
H -1.37 -3.04 -3.18
H 2.06 -2.87 -2.24
H 2.16 -1.37 -1.31
H 2.88 -1.46 -2.93
H 0.59 -3.13 -4.16
H 1.37 -1.77 -4.94
H -0.38 -1.77 -4.78
H 0.92 0.78 -2.34
H -0.20 0.50 -3.68
H 1.54 0.41 -3.95
N 6.89 4.29 -1.14
C 5.95 3.78 -0.72
C 4.75 3.19 -0.24
C 3.91 3.95 0.57
C 2.69 3.42 0.98
C 2.32 2.15 0.58
C 3.18 1.38 -0.19
C 4.38 1.90 -0.62
H 4.19 4.94 0.89
H 2.06 4.04 1.60
H 2.91 0.37 -0.49
H 5.04 1.31 -1.24
O 1.08 0.63 3.26
C 0.67 1.79 3.60
N 0.28 2.59 2.53
C -0.15 3.84 2.95
O -0.50 4.73 2.19
C -0.01 3.82 4.39
C -0.27 4.80 5.34
C -0.12 4.47 6.67
C 0.34 3.19 7.07
C 0.64 2.21 6.15
C 0.48 2.52 4.79
H -0.61 5.78 5.03
H -0.37 5.19 7.43
H 0.49 3.00 8.12
H 1.01 1.24 6.44

The spin multiplicity is 5. The expectation value of S² is 6.054. Its net charge is +1. The energy above the lowest of the compared OMol25 structures with the same formula, charge and spin comes out at 47.0 kcal/mol. The value obtained for the frontier orbital gap (alpha / beta) is 5.62 / 5.21 eV.

Löwdin population analysis, charges in e, atoms 1 to 4: atom 1 (Pd): 1.025, atom 2 (C): -0.023, atom 3 (C): -0.545, atom 4 (C): -0.021

ORCA calculation (ωB97M-V/def2-TZVPD) on C29H28CoN7O4PS as an isolated structure.

Cartesian coordinates (Å):
Co 1.06 0.02 -0.46
O 3.07 -2.70 -1.62
C 1.89 -2.52 -0.71
N 2.09 -1.50 0.23
C 2.22 -1.65 1.59
C 2.56 -2.82 2.28
C 2.63 -2.82 3.66
C 2.39 -1.67 4.40
C 2.08 -0.49 3.75
C 2.00 -0.48 2.36
N 1.78 0.65 1.56
C 1.49 1.86 1.83
O 1.18 2.37 3.04
C 1.62 2.79 0.68
C 1.68 4.17 0.84
C 1.96 4.95 -0.26
C 2.19 4.34 -1.48
C 2.08 2.96 -1.56
N 1.79 2.20 -0.51
C -0.57 -2.34 -0.73
C -1.42 -3.22 -1.40
C -2.57 -3.66 -0.76
C -2.82 -3.23 0.54
C -1.91 -2.38 1.13
N -0.82 -1.93 0.52
H 2.79 -3.72 1.73
H 2.90 -3.74 4.17
H 2.45 -1.69 5.48
H 1.90 0.42 4.30
H 1.53 4.60 1.82
H 2.02 6.03 -0.16
H 2.43 4.92 -2.37
H 2.21 2.44 -2.50
H -1.16 -3.54 -2.40
H -3.25 -4.34 -1.26
H -3.70 -3.57 1.08
H -2.05 -2.04 2.15
S 1.01 -2.82 -3.99
C 2.93 -4.04 -1.38
C 1.93 -4.03 -0.51
C 0.68 -1.89 -1.42
C 0.57 -1.68 -2.85
C 0.00 -0.40 -3.22
C -0.56 -0.16 -4.49
C -1.15 1.05 -4.75
C -1.20 2.02 -3.75
C -0.60 1.74 -2.54
N 0.00 0.57 -2.28
H 3.55 -4.76 -1.90
H 1.33 -4.75 0.01
H -0.51 -0.96 -5.22
H -1.58 1.24 -5.73
H -1.66 2.99 -3.91
H -0.61 2.46 -1.74
N -2.77 -0.24 -0.85
C -3.40 0.52 0.26
P -2.13 1.81 0.74
O -2.47 3.10 0.09
O -0.84 1.09 0.43
C -2.32 2.00 2.55
N -1.64 3.25 2.92
H -3.06 -1.22 -0.91
H -1.74 -0.19 -0.66
H -2.91 0.22 -1.76
H -3.58 -0.19 1.07
H -4.34 0.96 -0.07
H -1.84 1.16 3.06
H -3.38 2.01 2.81
H 0.37 2.95 2.95
H -1.95 3.57 3.83
H -1.88 3.96 2.23

The spin multiplicity is 4. The expectation value of S² is 3.962. Its net charge is 0. The energy above the lowest of the compared OMol25 structures with the same formula, charge and spin comes out at 115.8 kcal/mol. The value obtained for the frontier orbital gap (alpha / beta) is 5.49 / 6.26 eV.

Löwdin population analysis, charges in e, atoms 1 to 4: atom 1 (Co): 0.750, atom 2 (O): -0.029, atom 3 (C): -0.446, atom 4 (N): 0.025

Which value of net charge does entry 5 give? 0

net charge of number 7 (C29H28CoN7O4PS)? 0